# 1
C36H30Cl2F7N8O7S2Ti as an isolated structure at a distorted geometry. Source: the OMol25 dataset; level of theory: wB97M-V/def2-TZVPD.

Properties
M = 1002.578 g mol⁻¹
<S²> = 2.05
total energy = -5619.9399 Ha
charge = -1
HOMO-LUMO gap (spin up / spin down) = 0.0646 / 0.1572 Eh
energy relative to the best compared isomer or geometry (same formula, charge and spin) = 2.1557 eV
multiplicity = 3

Each line ends with the Mulliken spin population.
Element x y z (Å)
1 Ti 0.06789 -0.26630 0.01776  0.03
2 C -1.28359 -6.70652 -2.52994  0.00
3 C -1.58494 -5.61984 -3.56250  0.01
4 N -1.54898 -4.29058 -2.98879  0.06
5 C -0.32060 -3.66430 -2.91749  0.21
6 C -0.14846 -2.46962 -2.31349  -0.06
7 C 1.25048 -2.00214 -2.02806  -0.01
8 O 2.17497 -2.39177 -2.70898  -0.01
9 O 1.36069 -1.23882 -0.97144  0.00
10 C -1.27625 -1.76852 -1.79255  0.24
11 O -1.18471 -0.55673 -1.31190  0.06
12 C -2.50403 -2.45952 -1.75486  -0.06
13 C -3.62447 -1.89001 -1.11301  0.26
14 C -4.78321 -2.61492 -0.97861  -0.01
15 F -5.84981 -1.98561 -0.39660  0.00
16 C -4.90660 -3.93213 -1.39451  0.13
17 C -3.79297 -4.48542 -2.08343  0.04
18 C -2.62537 -3.76683 -2.29188  -0.04
19 N -6.09595 -4.69919 -1.14615  0.01
20 C -6.73854 -4.38142 0.13929  0.02
21 C -7.29810 -5.61424 0.82055  0.01
22 N -6.16295 -6.57520 1.05362  -0.01
23 C -5.33294 -6.81728 -0.19647  0.02
24 C -6.00629 -6.11780 -1.37803  -0.01
25 H -1.24387 -7.68882 -3.00353  0.00
26 H -2.04090 -6.71712 -1.74411  0.00
27 H -0.32532 -6.49622 -2.05419  0.00
28 H -2.55767 -5.77648 -4.03400  0.00
29 H -0.83580 -5.65488 -4.35339  0.00
30 H 0.53180 -4.19235 -3.32256  0.02
31 H -3.53088 -0.89829 -0.69317  0.04
32 H -3.84929 -5.48985 -2.46989  0.05
33 H -7.54264 -3.66005 -0.00540  0.00
34 H -6.01296 -3.92419 0.82296  -0.01
35 H -8.06104 -6.11266 0.22940  0.00
36 H -7.72610 -5.34903 1.78507  0.00
37 H -6.51946 -7.45542 1.41495  0.00
38 H -5.55922 -6.16941 1.76906  0.00
39 H -5.21866 -7.88909 -0.34730  0.00
40 H -4.35230 -6.36516 -0.05055  0.00
41 H -6.99823 -6.53774 -1.56046  0.00
42 H -5.42802 -6.32208 -2.27115  0.01
43 F 4.81482 -0.47802 0.32547  0.00
44 C 3.68748 -0.58003 0.99822  0.00
45 F 3.16764 -1.78227 0.82644  0.00
46 F 4.01502 -0.49526 2.31401  0.00
47 S 2.43255 0.85540 0.90347  0.00
48 O 1.37174 0.26320 1.71173  0.01
49 O 3.19161 1.91013 1.49288  0.00
50 N 1.76230 1.25722 -0.46256  0.01
51 S 2.34795 0.94821 -1.92005  0.00
52 O 1.31738 0.68139 -2.87043  0.00
53 O 3.58630 0.24388 -1.88604  0.00
54 C 2.89718 2.68984 -2.41828  0.00
55 F 2.54757 2.96058 -3.68065  0.00
56 F 2.36620 3.62259 -1.62864  0.00
57 F 4.23092 2.78704 -2.33597  0.00
58 N -0.39429 6.54661 1.32423  0.04
59 C -0.28927 7.85549 0.92361  0.02
60 C -0.25584 9.05332 1.61479  0.00
61 C -0.14721 10.22134 0.86407  0.05
62 C -0.07072 10.17509 -0.52736  -0.03
63 C -0.11275 8.97325 -1.22102  0.06
64 C -0.23206 7.79027 -0.49190  -0.03
65 N -0.30902 6.49378 -0.91677  0.12
66 C -0.40633 5.74871 0.18199  0.06
67 C -0.54271 4.34122 0.22775  0.15
68 C -0.67501 3.57703 -0.96623  0.04
69 C -0.84276 2.23212 -0.90991  0.12
70 N -0.88596 1.49741 0.25777  0.16
71 C -0.77722 2.23507 1.40316  0.06
72 C -0.61389 3.58638 1.43616  0.06
73 H -0.45789 6.21370 2.26671  0.00
74 H -0.30938 9.08814 2.69677  0.00
75 H -0.11826 11.17841 1.37054  0.01
76 H 0.02672 11.10424 -1.07713  0.00
77 H -0.04947 8.94374 -2.30111  0.00
78 H -0.64539 4.09067 -1.91725  0.02
79 H -0.97207 1.65975 -1.81776  0.01
80 H -0.84871 1.67790 2.32296  0.02
81 H -0.52809 4.06397 2.40517  0.03
82 Cl -1.31252 -0.30051 3.84956  0.00
83 C -0.86524 -1.93304 3.49861  0.00
84 C -0.79505 -2.84294 4.52915  0.00
85 C -0.44544 -4.16068 4.28034  0.00
86 C -0.15543 -4.53919 2.97850  0.00
87 C -0.22752 -3.62396 1.95183  0.00
88 Cl 0.15097 -4.14311 0.34719  0.00
89 C -0.59496 -2.23970 2.12295  0.00
90 N -0.72310 -1.36123 1.12715  0.02
91 H -1.01089 -2.51519 5.53809  0.00
92 H -0.38670 -4.87623 5.08998  0.00
93 H 0.14134 -5.55614 2.75326  0.00

# 2
C36H30Cl2GaN4O8 as an isolated structure at a distorted geometry. Source: the OMol25 dataset; level of theory: wB97M-V/def2-TZVPD.

Properties
M = 787.285 g mol⁻¹
total energy = -5056.0891 Ha
charge = -1
HOMO-LUMO gap = 0.2266 Eh
energy relative to the best compared isomer or geometry (same formula, charge and spin) = 0.5322 eV

Each line ends with the Löwdin charge.
Element x y z (Å)
1 Ga -0.91916 -0.69157 -1.22140  0.49
2 C 0.37663 0.83295 -4.99393  -0.03
3 C -0.17831 -0.13032 -3.99833  -0.45
4 O -0.35902 0.34802 -2.84826  0.00
5 C -0.58090 -1.39765 -4.46117  -0.04
6 C -0.72111 -2.54635 -3.67254  -0.24
7 C -0.68127 -3.94466 -4.25681  -0.05
8 N -0.83511 -2.44987 -2.28168  -0.03
9 N -0.91486 -3.49469 -1.55097  0.05
10 C -1.12470 -3.21047 -0.24629  -0.41
11 O -1.41370 -2.01963 0.08980  0.00
12 C -1.20570 -4.35399 0.59016  -0.17
13 C -1.07699 -5.68638 0.19246  -0.03
14 C -1.23681 -6.71892 1.08249  -0.11
15 C -1.35292 -6.48998 2.44513  -0.10
16 C -1.45916 -5.15391 2.86342  -0.07
17 C -1.49101 -4.14053 1.90176  -0.04
18 H 0.01763 0.54845 -6.04331  0.09
19 H 1.49586 0.89810 -4.97824  0.09
20 H -0.07866 1.84998 -4.76872  0.10
21 H -0.53034 -1.55453 -5.53074  0.09
22 H 0.38771 -4.31719 -4.17538  0.10
23 H -0.95849 -3.80618 -5.30340  0.06
24 H -1.28933 -4.73305 -3.70642  0.08
25 H -0.79145 -5.86021 -0.82393  0.10
26 H -1.38073 -7.75143 0.77042  0.10
27 H -1.32560 -7.33449 3.08347  0.08
28 H -1.79735 -4.93954 3.89089  0.10
29 H -1.68276 -3.12015 2.14325  0.11
30 Cl 0.81870 4.14327 4.52363  0.66
31 C 0.43541 2.48753 4.98042  -0.57
32 C -0.47876 2.28284 5.99017  -0.14
33 C -0.71720 0.96511 6.41493  -0.09
34 C -0.16921 -0.14679 5.71369  -0.12
35 C 0.59952 0.06411 4.59369  -0.63
36 Cl 1.03721 -1.27752 3.67632  0.80
37 C 0.98055 1.40179 4.21618  -0.24
38 N 1.78821 1.69641 3.12094  0.05
39 C 2.88915 0.99713 2.66410  -0.22
40 C 3.87578 0.53385 3.60775  -0.07
41 C 5.05412 -0.01610 3.23355  -0.11
42 C 5.35471 -0.11584 1.85153  -0.10
43 C 4.35507 0.05608 0.96795  -0.07
44 C 3.17139 0.77229 1.25450  -0.10
45 C 2.37104 1.30376 0.03155  -0.03
46 C 1.76075 0.15695 -0.78818  -0.58
47 O 2.19479 -0.18784 -1.88959  0.03
48 O 0.73601 -0.42605 -0.20859  -0.03
49 H -1.06197 3.06222 6.48672  0.10
50 H -1.18493 0.72784 7.37771  0.10
51 H -0.44841 -1.12688 6.04720  0.09
52 H 1.68043 2.61170 2.70063  0.11
53 H 3.70131 0.75475 4.69767  0.13
54 H 5.66280 -0.42349 4.03841  0.10
55 H 6.29751 -0.55705 1.51212  0.10
56 H 4.40571 -0.30894 -0.06434  0.12
57 H 3.03838 1.74511 -0.73407  0.12
58 H 1.52842 1.94434 0.37784  0.12
59 O -1.01383 1.76768 -0.36550  0.04
60 C -2.16534 1.58639 -0.81130  -0.53
61 O -2.53806 0.37521 -1.13784  0.00
62 C -3.11565 2.68148 -1.01599  -0.12
63 C -4.41548 2.46696 -1.47304  0.00
64 C -5.43719 3.47609 -1.54261  0.03
65 C -5.08890 4.66749 -0.95169  -0.23
66 O -5.84546 5.81174 -0.90180  -0.01
67 C -4.92261 6.90008 -0.48121  -0.05
68 O -3.61134 6.22851 -0.28166  0.00
69 C -3.76651 4.90775 -0.63405  -0.24
70 C -2.79117 3.99246 -0.58145  0.07
71 H -4.67864 1.43987 -1.72101  0.12
72 H -6.35688 3.36573 -2.08822  0.11
73 H -5.34439 7.18451 0.48176  0.13
74 H -4.88835 7.66956 -1.28595  0.14
75 H -1.79235 4.15740 -0.18164  0.14
76 C 5.28736 -0.40929 -3.90787  -0.07
77 C 5.03681 0.53099 -4.97719  -0.31
78 N 4.99137 1.33512 -5.79798  0.11
79 H 6.21550 -0.26252 -3.44089  0.05
80 H 5.21323 -1.45167 -4.32170  0.10
81 H 4.45900 -0.17394 -3.16732  0.09

# 3
C36H30CuF4N4O4Sb as an isolated structure. Source: the OMol25 dataset; level of theory: wB97M-V/def2-TZVPD.

Properties
M = 843.958 g mol⁻¹
<S²> = 0.75
total energy = -4189.9025 Ha
charge = +1
HOMO-LUMO gap (spin up / spin down) = 0.3172 / 0.2544 Eh
energy relative to the best compared isomer or geometry (same formula, charge and spin) = 0.0000 eV
multiplicity = 2

Each line ends with the Mulliken spin population.
Element x y z (Å)
1 Cu -0.12847 0.55077 0.26012  0.75
2 C 4.83263 -1.40099 5.24039  0.00
3 C 5.42205 -0.64929 4.05711  0.00
4 C 6.64424 -1.36680 3.50860  0.00
5 C 7.24892 -0.59061 2.35499  0.00
6 C 6.21542 -0.36035 1.29508  0.00
7 C 6.56969 -0.19582 -0.02302  0.00
8 C 5.59633 0.01034 -0.99972  0.00
9 F 6.00598 0.17660 -2.26241  0.00
10 C 4.26312 0.04140 -0.70656  0.00
11 C 3.87632 -0.13349 0.63201  0.03
12 C 2.46085 -0.09507 0.96356  -0.03
13 O 1.63280 -0.00283 -0.00025  0.09
14 C 2.11977 -0.17023 2.32536  -0.03
15 C 3.13620 -0.36252 3.24307  0.00
16 N 4.42518 -0.46646 2.95499  0.00
17 C 4.84442 -0.32465 1.63080  0.00
18 C 0.73163 -0.09661 2.91969  0.01
19 O 0.60254 -0.14252 4.12834  0.01
20 O -0.27319 0.02097 2.10322  0.14
21 H 5.64581 -1.66699 5.91420  0.00
22 H 4.35008 -2.32392 4.91719  0.00
23 H 4.12182 -0.81372 5.81727  0.00
24 H 5.71137 0.36106 4.36487  0.00
25 H 6.35732 -2.37178 3.18751  0.00
26 H 7.36348 -1.47920 4.31943  0.00
27 H 8.10004 -1.12146 1.92876  0.00
28 H 7.62588 0.37257 2.71309  0.00
29 H 7.60896 -0.22501 -0.32352  0.00
30 H 3.51985 0.20644 -1.47151  0.00
31 H 2.84499 -0.44894 4.27888  0.00
32 F -8.01061 0.84314 2.23286  0.00
33 C -6.82778 0.65436 1.63500  0.00
34 C -5.67458 0.91938 2.34771  0.00
35 C -4.45442 0.72285 1.71882  0.00
36 C -4.39802 0.26969 0.40739  0.02
37 C -5.58247 0.00999 -0.28161  0.00
38 C -6.80984 0.20044 0.32847  0.00
39 Sb -2.56640 -0.06707 -0.54807  0.01
40 C -2.55304 -2.14456 -0.86793  0.00
41 C -1.79934 -2.86883 0.05554  0.00
42 C -1.74236 -4.25213 0.00455  0.00
43 C -2.44990 -4.89919 -0.99041  0.00
44 F -2.40014 -6.23520 -1.05582  0.00
45 C -3.21368 -4.21597 -1.91972  0.00
46 C -3.26461 -2.83414 -1.84555  0.00
47 C -2.84251 0.87720 -2.41109  0.00
48 C -2.95477 0.25395 -3.64747  0.00
49 C -3.12928 0.99393 -4.80712  0.00
50 C -3.19412 2.37007 -4.70927  0.00
51 F -3.36477 3.09236 -5.82295  0.00
52 C -3.08226 3.02952 -3.49812  0.00
53 C -2.90097 2.26996 -2.35626  -0.01
54 H -5.74184 1.26193 3.37018  0.00
55 H -3.54373 0.91226 2.27183  0.00
56 H -5.56018 -0.33853 -1.30720  0.00
57 H -7.74072 0.00642 -0.18446  0.00
58 H -1.23789 -2.35865 0.83178  -0.01
59 H -1.16371 -4.82407 0.71550  0.00
60 H -3.75875 -4.76464 -2.67438  0.00
61 H -3.89248 -2.31159 -2.55617  0.00
62 H -2.87628 -0.82076 -3.73756  0.00
63 H -3.20929 0.52112 -5.77512  0.00
64 H -3.13852 4.10848 -3.47050  0.00
65 H -2.81566 2.78655 -1.40499  0.00
66 C -1.71547 5.63181 1.46300  0.00
67 N -0.89603 4.63379 0.81611  0.00
68 C -0.18229 4.86609 -0.42755  0.00
69 C 0.37621 3.47737 -0.73850  0.00
70 O 1.09621 3.18687 -1.65347  0.00
71 N -0.11319 2.61065 0.22632  0.00
72 C -0.83836 3.32322 1.09269  0.00
73 N -1.43778 2.73728 2.13658  0.00
74 H -1.16771 6.57227 1.50670  0.00
75 H -1.93817 5.34248 2.48760  0.00
76 H -2.65436 5.78882 0.92751  0.00
77 H 0.61914 5.59690 -0.31482  0.00
78 H -0.85211 5.18765 -1.22950  0.00
79 H -1.12164 1.79713 2.37683  0.00
80 H -1.82874 3.29532 2.87542  0.00

The highest charge belongs to which entry?
C36H30CuF4N4O4Sb